A molecular structure, C34H32CoN2O4S. Source: the Open Molecules 2025 dataset; level of theory: wB97M-V/def2-TZVPD.

ΔE to the lowest compared entry with this formula, charge and spin = 0.0 kcal/mol
HOMO energy (alpha / beta) = -7.7 / -7.9 eV
Net charge = 0
2S+1 = 4
Expectation value of S² = 3.761
DFT total energy = -3506.2940 Ha
Gap between HOMO and LUMO (alpha / beta) = 6.78 / 6.91 eV
Molecular weight = 623.64 g/mol

Last column: Mulliken charge in e.
CARTESIAN COORDINATES (ANGSTROEM)
C -7.055 -0.379 0.756  -0.59
C 2.986 1.890 0.980  -0.78
H 6.198 -1.592 -0.733  0.39
H -0.872 2.055 -3.702  0.36
C -2.096 -1.522 1.366  0.50
H 7.937 -0.611 -0.359  0.30
C -0.578 -2.523 -1.662  -1.34
C -4.996 0.880 0.802  -0.16
H 1.384 -4.304 -1.556  0.45
O -0.834 -1.630 1.461  -0.68
C -0.606 2.482 0.841  0.35
H 3.143 2.671 1.724  0.49
C 1.774 -3.336 -1.243  -1.59
C 1.215 4.018 0.446  -0.69
H -8.132 -0.406 0.650  0.39
C -3.105 0.429 -3.450  -1.61
C 6.633 -1.565 1.378  0.85
C -2.877 -2.738 1.478  -0.75
C -2.794 -0.290 1.160  -0.17
C -1.481 2.209 -2.808  -1.62
H -2.562 0.154 -4.357  0.40
C 4.698 -1.548 2.815  -0.65
H -6.861 -2.487 1.056  0.40
C 8.119 -1.602 1.261  0.55
H -2.541 -1.789 -2.040  0.22
C 0.224 0.108 -1.777  0.15
H 3.436 2.177 0.028  0.36
N -2.236 0.926 1.035  0.11
C -2.135 0.903 -2.365  1.94
C 0.772 -2.247 -1.488  1.60
H -2.725 1.112 -1.465  -0.61
H 2.015 -3.382 -0.178  0.25
O 1.587 1.650 0.817  0.01
H 2.196 -0.637 -1.410  0.40
H -0.852 2.653 -2.037  0.14
H -2.253 2.940 -3.053  0.44
H -0.917 -3.551 -1.617  0.33
O 8.848 -2.076 2.084  -0.55
C -4.953 -1.506 1.120  0.77
C -1.126 -0.177 -2.004  0.93
C -1.051 4.826 0.538  -0.97
H -6.913 1.752 0.493  0.41
H -2.553 3.326 0.902  0.37
C -6.349 -1.535 0.981  -0.94
C 3.836 -1.512 1.710  0.18
C -4.255 -0.293 1.031  1.06
H -3.802 1.229 -3.701  0.45
S 2.101 -1.539 1.996  -0.42
H -2.325 -3.652 1.649  0.52
H -3.698 -0.430 -3.138  0.35
H 0.582 1.128 -1.845  0.40
H -4.775 -3.647 1.425  0.39
C -1.500 3.536 0.774  -0.06
H 3.775 -1.558 -0.433  0.24
C -1.502 -1.515 -1.907  -0.60
C 6.069 -1.582 2.651  -0.91
C -6.364 0.835 0.668  -0.91
N -0.974 1.115 1.041  -0.29
H 6.727 -1.626 3.509  0.42
H 2.269 4.211 0.317  0.49
C 1.151 -0.902 -1.515  -1.57
H -1.760 5.641 0.484  0.43
Co 0.477 -0.270 0.898  0.62
C 5.791 -1.546 0.271  -1.25
H -4.473 1.823 0.734  0.28
H 4.266 -1.551 3.807  0.46
C -4.215 -2.721 1.353  -0.85
H 3.404 0.956 1.334  -0.17
C 0.303 5.064 0.365  -0.71
H 2.701 -3.147 -1.786  0.39
H 0.663 6.066 0.174  0.42
C 4.415 -1.529 0.437  0.24
C 0.755 2.735 0.695  0.69
O 8.644 -1.041 0.138  -0.47

2 unconnected molecules or ions with the total composition C2H9ClOSi2 at a distorted geometry. Source: the Open Molecules 2025 dataset; level of theory: wB97M-V/def2-TZVPD.

ΔE to the lowest compared entry with this formula, charge and spin = 38.8 kcal/mol
HOMO energy = -8.6 eV
Net charge = 0
DFT total energy = -1196.0133 Ha
Gap between HOMO and LUMO = 8.93 eV
Molecular weight = 140.72 g/mol

Last column: Mulliken charge in e.
CARTESIAN COORDINATES (ANGSTROEM)
H 1.171 0.334 -2.621  0.35
H -1.139 2.634 0.315  0.44
Cl 2.633 0.473 0.566  -0.31
C 0.270 -0.206 -2.265  -1.14
H -0.756 -0.060 -2.567  0.31
O -1.709 -1.918 0.670  -0.46
C -0.184 2.234 0.407  -1.10
H 0.194 2.593 1.360  0.32
H 0.736 -1.181 -2.245  0.34
H 0.509 -2.739 1.036  -0.13
H -0.192 -1.486 2.811  -0.15
H 0.406 2.897 -0.235  0.30
Si -0.229 -1.513 1.317  0.47
Si 0.498 0.456 0.227  0.47
H -2.209 -2.517 1.224  0.29

A molecular structure, C7H10FeIN at a distorted geometry. Source: the Open Molecules 2025 dataset; level of theory: wB97M-V/def2-TZVPD.

ΔE to the lowest compared entry with this formula, charge and spin = 81.1 kcal/mol
HOMO energy (alpha / beta) = -1.5 / -3.1 eV
Net charge = -1
2S+1 = 6
Expectation value of S² = 8.923
DFT total energy = -1888.6634 Ha
Gap between HOMO and LUMO (alpha / beta) = 4.86 / 6.32 eV
Molecular weight = 290.91 g/mol

Last column: Mulliken charge in e.
CARTESIAN COORDINATES (ANGSTROEM)
C 0.381 -1.995 -0.341  -0.42
I 0.044 -0.218 2.828  -0.47
C -0.354 1.887 0.514  -0.52
Fe -0.203 -0.313 0.413  -0.22
H 0.151 -2.089 -1.418  0.19
C 1.587 -1.463 0.176  -0.81
H -0.106 -2.736 0.322  0.32
C 0.704 0.656 -1.114  -0.94
H 1.869 1.594 0.549  0.37
C -0.679 0.628 -1.393  -0.27
H 1.516 0.238 -1.690  0.57
H -0.542 2.436 1.414  0.42
H -2.673 -0.385 1.233  0.15
N -2.075 0.491 1.223  -0.56
H -1.108 0.211 -2.310  0.40
H 2.314 -1.325 -0.610  0.29
C -1.442 1.244 -0.251  -0.37
C 0.902 1.424 0.101  0.04
H 2.053 -2.040 0.964  0.38
H -2.343 1.755 -0.611  0.43

A molecular structure, C16H21NO3 at a distorted geometry. Source: the Open Molecules 2025 dataset; level of theory: wB97M-V/def2-TZVPD.

ΔE to the lowest compared entry with this formula, charge and spin = 100.7 kcal/mol
HOMO energy = -7.4 eV
Net charge = 0
DFT total energy = -902.6563 Ha
Gap between HOMO and LUMO = 7.70 eV
Molecular weight = 275.35 g/mol

Last column: Mulliken charge in e.
CARTESIAN COORDINATES (ANGSTROEM)
N -0.289 0.245 1.283  0.63
H 0.455 2.584 -1.727  0.40
H -0.233 2.332 1.139  0.43
C 3.870 -0.419 2.005  -0.60
C 0.335 -0.784 0.643  -0.27
C -3.265 -0.653 -1.977  -0.92
O -1.416 2.697 -0.835  -0.70
C -1.936 -0.930 -1.285  -0.83
H 0.453 1.660 2.650  0.43
C 4.577 -1.099 1.008  -0.47
H -0.312 -1.626 0.383  0.53
C 2.492 -1.929 0.113  -0.38
H -3.836 -1.574 -2.092  0.43
C 0.373 1.519 1.561  -1.43
H -1.487 -0.772 2.720  0.36
H 5.665 -1.017 0.952  0.38
H -1.844 0.974 2.463  0.37
H -2.139 -1.352 -0.292  0.30
O -3.296 1.516 -0.779  -0.40
C -1.179 0.349 -1.145  0.95
H 4.416 -2.515 -0.626  0.37
H -2.351 -0.235 1.256  0.17
C -1.564 0.034 1.973  -0.92
H -4.355 -0.152 -0.183  0.29
C 3.879 -1.915 0.107  -0.62
H 0.603 1.623 -3.222  0.35
H 1.371 1.545 1.113  0.44
H -3.078 -0.245 -2.982  0.33
C 0.178 0.501 -1.488  0.52
H 4.399 0.192 2.743  0.38
C 0.836 1.644 -2.145  -1.51
O 0.921 -0.483 -1.119  -0.45
H -4.945 0.682 -1.643  0.38
H 1.955 -2.548 -0.598  0.38
C 1.768 -1.110 0.998  0.13
C -4.052 0.312 -1.131  -0.47
H -1.336 -1.649 -1.854  0.29
C 2.466 -0.501 2.055  -0.33
H 1.923 1.561 -2.006  0.37
H 1.925 -0.047 2.890  0.47
C -1.947 1.584 -0.924  0.24